No. 1
Below is a molecular structure, C14H12B2Br6O18V in a non-equilibrium geometry, with properties calculated with the ωB97M-V functional and the def2-TZVPD basis.

XYZ file:
```
53
Properties=species:S:1:pos:R:3:forces:R:3
O -1.64612 -1.31286 -2.31461 -0.163 -0.186 -0.029
V -1.09006 -0.36098 -1.22442 0.958 0.666 2.394
O -2.32058 0.22533 -0.37414 1.599 -0.436 -1.452
O 0.06068 -1.22060 0.39094 -1.349 0.597 -1.411
C 0.86623 -1.41436 1.28596 0.693 -0.497 0.715
O 1.99227 -0.82378 1.44105 -0.473 0.162 -0.606
B 2.81572 -1.54606 2.47332 0.718 -0.020 0.282
O 1.88478 -2.54783 3.01250 -0.084 0.139 0.305
C 0.72827 -2.52054 2.39809 0.067 -0.219 -0.559
O -0.21166 -3.23591 2.56806 -0.043 0.273 -0.048
O 3.32939 -0.60789 3.45945 -0.624 0.043 0.179
C 4.65213 -0.67371 3.50134 0.838 -0.256 -0.325
O 5.40209 -0.06384 4.19949 -0.396 0.037 0.080
C 5.08885 -1.71446 2.42717 0.287 0.240 0.195
O 3.97752 -2.17926 1.85957 -0.316 -0.042 -0.138
O 6.21050 -2.02319 2.16764 -0.217 -0.070 -0.014
O 6.27091 3.35024 -0.22805 -0.391 0.273 -0.114
C 5.55645 2.81552 -1.02002 0.815 -0.442 0.052
O 4.28517 3.06790 -1.29501 -0.575 -0.257 0.147
B 3.76421 2.01764 -2.18328 1.109 1.292 0.018
O 4.90947 1.22544 -2.58334 -0.290 -0.371 -0.158
C 6.00220 1.63193 -1.92457 -0.118 0.319 0.271
O 7.10185 1.18912 -2.00793 -0.098 -0.121 -0.176
O 3.05153 2.64689 -3.31706 0.021 -0.317 -0.371
C 1.87972 2.09172 -3.48268 -0.451 -0.164 0.318
O 1.05663 2.24424 -4.33460 0.205 0.093 -0.042
C 1.66376 1.17544 -2.23981 0.452 0.757 -0.357
O 2.70625 1.20069 -1.50465 -0.600 -0.680 0.143
O 0.60943 0.59087 -2.02169 -1.540 -0.780 0.792
Br -2.21622 2.04770 4.89463 -0.156 -0.177 -0.070
C -3.06184 0.34841 4.43807 0.380 -0.645 0.023
C -2.35925 -0.27562 3.24968 -0.464 0.229 -0.088
Br -3.30217 -1.93761 2.81407 0.186 0.315 0.042
H -4.11339 0.50643 4.23458 0.006 0.260 -0.004
H -2.95330 -0.32352 5.28671 -0.036 0.262 0.160
H -1.31895 -0.50190 3.45886 -0.016 -0.143 0.013
H -2.43788 0.36813 2.37809 0.093 -0.137 -0.097
Br -3.19489 3.85307 -0.37144 0.103 -0.046 0.346
C -3.70411 2.98727 1.32256 0.363 -0.144 -0.153
C -5.14721 3.36036 1.55731 0.174 -0.268 -0.422
Br -5.93363 2.38141 3.05819 0.201 0.381 -0.080
H -3.04533 3.33349 2.11607 -0.044 0.264 -0.126
H -3.47007 1.93877 1.16176 -0.477 -0.089 -0.067
H -5.76917 3.08889 0.71111 0.049 -0.009 -0.042
H -5.17869 4.44001 1.68086 -0.396 -0.089 0.467
Br -3.32724 -2.00200 -6.76244 0.028 -0.136 0.177
C -2.61962 -2.92125 -5.18572 0.515 0.159 -0.088
C -3.24000 -4.28537 -5.06473 -0.431 -0.150 -0.384
Br -2.63074 -5.16285 -3.44297 0.064 0.011 -0.113
H -2.73174 -2.25196 -4.34003 -0.393 -0.145 0.063
H -1.54880 -3.02915 -5.35037 -0.053 0.050 -0.107
H -2.96678 -4.88502 -5.93150 0.249 -0.139 0.217
H -4.32661 -4.30542 -5.04203 0.021 0.351 0.244
```
Forces are in eV/Å.

Values from the calculation:
Total energy: -18333.423094 hartree
Net charge: -1
E_HOMO: -7.8 eV

Here are the Löwdin charges for atoms 1 to 8, given in e: -0.27, 1.06, -0.32, 0.04, -0.32, 0.29, -0.86, 0.26

---

No. 2
Below is 2 unconnected molecules or ions with the total composition C4H12NO in a non-equilibrium geometry, with properties calculated with the ωB97M-V functional and the def2-TZVPD basis.

XYZ file:
```
18
Properties=species:S:1:pos:R:3:forces:R:3
C -0.42510 0.71602 2.03135 -0.001 -1.339 4.009
C -1.24840 -0.12341 1.10739 -1.429 0.895 -2.372
C -0.56546 -0.56427 -0.19737 -0.962 4.643 2.774
C -0.48497 -1.76132 -0.60722 2.549 -4.107 -3.746
N -0.11896 0.67848 -0.95919 1.459 -0.650 -1.558
H -0.89179 0.61460 3.10711 0.753 -0.033 -1.930
H 0.59242 0.35899 2.19515 0.057 -0.216 -0.244
H -0.36449 1.77370 2.00882 -0.273 1.158 -1.119
H -1.58997 -1.05550 1.50761 -0.149 -0.286 0.804
H -2.18070 0.47292 0.84444 0.842 -0.756 0.208
H -1.01930 -2.62820 -0.19190 0.470 0.732 0.287
H 0.25288 -2.05826 -1.48451 -1.965 0.756 1.519
H -0.03265 1.54270 -0.39871 -0.256 -0.747 0.109
H -0.85052 0.82253 -1.66125 0.045 0.265 0.134
H 0.81770 0.59500 -1.54412 -1.157 -0.548 1.098
H 2.88518 -0.57638 -1.77198 -0.057 0.850 -0.155
H 2.81306 0.98603 -1.87168 2.120 2.473 0.872
O 2.41107 0.20638 -2.11392 -2.045 -3.089 -0.690
```
Forces are in eV/Å.

Values from the calculation:
Total energy: -289.304645 hartree
Net charge: +1
E_HOMO: -14.7 eV

Here are the Löwdin charges for atoms 1 to 8, given in e: -0.12, -0.21, -0.32, 0.08, 0.21, 0.13, 0.08, 0.06

---

No. 3
Below is 25 unconnected molecules or ions with the total composition C17H85NO28PS in a non-equilibrium geometry, with properties calculated with the ωB97M-V functional and the def2-TZVPD basis.

XYZ file:
```
133
Properties=species:S:1:pos:R:3:forces:R:3
C 4.08224 -3.22285 2.91805 -0.416 -0.398 -0.153
C 2.91749 -3.36572 1.87351 0.111 1.420 0.426
C 2.52294 -1.95986 1.31481 0.172 -0.627 -0.917
C 3.42727 -1.56214 0.08557 -0.440 0.066 0.794
C 4.71592 -0.73443 0.45722 -0.621 -0.575 -0.614
C 4.68713 0.62489 -0.31435 1.485 0.177 0.199
C 4.52697 1.90111 0.56816 -0.782 -0.101 -0.429
C 3.45683 1.79517 1.69340 -0.296 0.762 0.176
C 2.01494 2.27286 1.31794 0.274 0.373 -0.293
C 1.34595 1.41796 0.19808 -1.113 -0.134 1.086
O 1.58390 1.87116 -1.11651 -0.071 -0.314 0.886
P 0.26616 2.82445 -1.75224 -0.308 3.070 -1.731
O 0.67283 4.30547 -0.87332 1.047 -0.013 0.409
O -0.72301 2.46977 -0.36535 0.081 -1.957 0.444
C -0.24858 1.32593 0.25378 1.112 -0.142 0.752
S -0.61995 -0.21407 -0.80804 -0.380 -0.705 -0.847
C -0.86448 0.98968 1.62466 -0.379 1.284 0.187
C -2.42088 1.11491 1.63266 1.163 0.331 0.311
N -3.06146 -0.20474 1.47844 -0.890 1.082 -0.163
C -3.90761 -0.60719 2.62418 -0.411 -1.503 0.303
C -3.28797 -1.80855 3.41401 -0.414 0.371 -0.763
C -3.87660 -0.27629 0.29417 -0.410 -0.653 -0.946
C -3.88806 -1.64051 -0.44202 0.206 0.584 1.166
O -4.57046 0.62513 -0.13024 0.531 0.151 0.390
H 3.77919 -3.77482 3.82759 0.539 0.118 -0.358
H 5.03243 -3.61219 2.51044 -0.397 0.094 0.351
H 4.24581 -2.17662 3.22896 -0.148 -0.389 -0.246
H 3.23184 -3.97672 1.01640 -0.271 -0.073 0.523
H 2.04971 -3.80648 2.39876 0.347 -0.012 -0.342
H 1.47635 -1.94713 0.93331 0.439 -0.156 0.305
H 2.56785 -1.19939 2.11303 -0.029 -0.294 -0.326
H 3.70244 -2.47514 -0.48400 -0.118 0.335 0.410
H 2.76121 -0.99397 -0.59402 0.627 -0.032 0.243
H 5.59160 -1.36606 0.18721 -0.560 0.790 0.081
H 4.78338 -0.60666 1.55448 -0.190 0.169 -0.539
H 5.67484 0.71893 -0.82304 -0.519 0.056 0.154
H 3.94921 0.63192 -1.13751 0.106 -0.117 0.627
H 4.18865 2.70747 -0.11357 0.207 -0.327 0.372
H 5.49474 2.26291 0.97105 -0.389 -0.539 -0.045
H 3.80105 2.45907 2.51689 -0.258 -0.371 -0.288
H 3.36259 0.78803 2.13678 0.300 0.308 -0.290
H 2.04105 3.32580 0.98011 -0.063 -0.421 0.114
H 1.42495 2.26240 2.25601 0.187 -0.154 -0.558
H 1.65909 0.37870 0.42537 0.204 0.378 -0.763
H 1.08027 3.37737 -2.77886 0.282 -1.212 0.082
H -0.80027 3.64803 -2.35100 -0.447 -0.262 0.344
H -0.26739 1.80297 -2.61749 0.274 -0.667 0.630
H 1.27154 4.77847 -1.47447 -0.543 -0.063 0.105
H -0.79323 -1.23978 0.07263 0.060 0.752 0.136
H -0.49852 1.73325 2.35930 -0.039 -0.380 -0.405
H -0.55108 -0.00790 1.98388 -0.039 0.457 -0.266
H -2.70619 1.83472 0.84941 0.031 -0.574 0.241
H -2.68287 1.60594 2.59000 -0.185 -0.483 -0.389
H -4.86834 -0.98458 2.20892 0.400 0.260 0.279
H -4.18344 0.22014 3.30320 0.322 -0.070 -0.493
H -2.69020 -1.49144 4.28390 -0.163 -0.173 -0.384
H -4.09867 -2.48372 3.74801 0.464 0.334 0.117
H -2.67503 -2.36372 2.67704 -0.251 0.275 0.742
H -2.92443 -2.13043 -0.23350 -0.487 -0.021 -0.336
H -4.07855 -1.47475 -1.51102 0.085 -0.147 0.449
H -4.70070 -2.23723 0.01975 0.345 0.139 -0.379
O 0.41580 -2.15373 4.14777 -0.210 -0.202 0.138
H 0.17610 -1.74032 4.98518 0.062 0.142 -0.111
H -0.39814 -2.11355 3.62306 0.045 0.016 -0.090
O 3.90561 5.20354 -0.86157 0.037 -0.047 0.047
H 4.47540 4.71582 -1.46550 -0.012 0.070 0.035
H 3.13134 4.63157 -0.77332 -0.262 -0.076 0.036
O 3.82635 -6.22308 0.57809 0.100 -0.290 -0.046
H 3.28559 -6.86024 1.06275 -0.090 0.096 -0.038
H 4.44917 -6.76788 0.08463 -0.012 0.094 0.013
O 0.41983 2.00819 4.67782 0.107 0.020 0.074
H 0.47727 2.95654 4.83696 -0.087 -0.048 -0.095
H 1.17517 1.63690 5.15934 -0.217 0.040 -0.021
O -1.81778 -3.94900 4.91227 0.161 -0.402 0.175
H -1.96188 -4.88439 5.09297 -0.063 0.082 0.015
H -0.85808 -3.86935 4.82125 0.000 0.173 -0.108
O 1.56925 4.75758 -4.27171 0.397 0.456 -0.572
H 1.11511 4.21269 -4.92765 -0.232 -0.035 0.247
H 1.84864 5.54307 -4.75947 0.011 0.044 0.158
O -1.56762 -2.84882 -2.90853 -0.317 -0.287 0.063
H -1.14389 -2.18098 -2.35361 -0.134 0.038 -0.095
H -0.84511 -3.17905 -3.45198 0.011 0.198 0.016
O -3.97320 -4.50152 -4.05739 -0.351 -0.202 0.185
H -3.56234 -5.17221 -4.61121 0.105 0.099 0.094
H -3.22186 -4.04552 -3.64945 0.033 0.175 0.013
O -6.11237 -5.84415 -1.87446 -0.201 -0.233 -0.166
H -6.84384 -6.25724 -2.34673 -0.025 0.214 -0.027
H -5.61773 -5.38235 -2.56857 0.273 0.044 0.050
O -4.30656 3.66463 1.05136 -0.385 0.411 -0.453
H -4.85155 2.92251 0.75198 0.204 -0.213 0.099
H -3.80852 3.92124 0.26274 0.178 -0.220 0.070
O -5.78207 6.26130 0.46380 0.028 0.061 0.081
H -5.56721 6.81960 1.21870 -0.024 -0.050 -0.043
H -5.47413 5.38264 0.72840 0.020 -0.076 0.024
O 1.86254 7.49969 -5.86723 -0.046 -0.028 -0.250
H 1.40517 6.96415 -6.52611 -0.039 0.032 0.080
H 2.14349 8.28244 -6.35292 0.042 -0.035 0.112
O -6.01112 -8.82963 -0.67110 -0.171 0.001 0.043
H -5.91250 -8.55161 0.24534 0.024 0.002 -0.079
H -6.22841 -8.01251 -1.13804 0.299 0.066 0.065
O -1.01675 -3.41743 1.71693 0.379 -0.084 -0.086
H -1.16453 -4.35303 1.89735 -0.053 0.054 0.018
H -0.05586 -3.33916 1.64494 -0.021 0.021 -0.068
O -1.07352 3.76860 -5.16062 0.586 0.016 -0.566
H -1.34307 4.18383 -4.33192 0.127 -0.257 0.153
H -1.85193 3.84094 -5.72062 -0.080 -0.095 0.214
O 2.85399 6.95649 1.51378 0.198 0.003 0.150
H 3.27707 6.27643 0.97163 -0.085 0.050 -0.167
H 3.58990 7.39776 1.94993 -0.060 -0.025 -0.046
O 1.10443 -1.95626 -3.13944 0.277 -0.089 -0.114
H 1.16268 -1.67919 -2.21328 -0.063 0.174 -0.072
H 0.88768 -1.13947 -3.60604 0.014 0.030 0.123
O 0.92043 -6.88544 0.70599 0.005 0.044 -0.100
H 0.44264 -7.36417 0.01981 -0.015 0.026 0.080
H 1.29931 -6.12549 0.24524 0.038 -0.019 0.065
O 6.34973 -2.24279 -1.69942 0.181 -0.204 -0.418
H 5.62725 -2.61254 -2.21999 -0.042 0.067 0.111
H 6.90498 -1.80046 -2.35096 -0.034 0.020 0.084
O -3.15447 5.50710 2.93757 -0.204 0.246 -0.134
H -3.59000 4.94077 2.28215 0.117 -0.165 0.224
H -2.87238 6.27950 2.43598 0.127 -0.100 0.058
O -3.57682 4.40769 -4.39978 -0.349 0.407 0.050
H -3.50702 4.69506 -3.48058 0.019 -0.167 0.006
H -3.80064 5.21334 -4.87998 -0.072 -0.043 0.085
O 2.42426 1.25507 6.56329 0.293 0.052 0.264
H 2.99395 2.01876 6.71021 -0.017 -0.047 -0.100
H 2.40628 0.80247 7.41330 -0.096 -0.036 -0.104
O -1.81445 0.96100 -5.41705 0.198 -0.164 -0.008
H -1.27323 1.74882 -5.25368 -0.151 0.091 0.132
H -1.84387 0.51768 -4.56125 -0.054 0.064 -0.029
O -1.43091 -4.67484 -5.30596 0.308 -0.195 -0.243
H -1.61465 -4.50186 -6.23637 -0.047 0.145 0.096
H -0.47882 -4.82573 -5.27956 -0.060 -0.027 0.033
```
Forces are in eV/Å.

Values from the calculation:
Total energy: -3599.722966 hartree
Net charge: -1
E_HOMO: -5.0 eV

Here are the Löwdin charges for atoms 1 to 8, given in e: -0.09, -0.24, -0.22, -0.18, -0.19, -0.19, -0.18, -0.18

---

No. 4
Below is 2 unconnected molecules or ions with the total composition C4H6NO2 in a non-equilibrium geometry, with properties calculated with the ωB97M-V functional and the def2-TZVPD basis.

XYZ file:
```
13
Properties=species:S:1:pos:R:3:forces:R:3
C -0.45046 1.91687 -0.21336 0.202 -1.815 -0.151
C -1.92764 -0.27487 -0.01528 1.410 -0.441 -2.804
C 1.30644 -1.36067 0.36542 -3.624 2.458 2.583
C 1.17536 0.08088 -0.09057 -3.730 -1.165 0.380
N -0.05174 0.63080 -0.07623 1.756 -0.373 0.451
O -2.15248 -0.49145 -1.13607 -0.203 -0.246 -2.399
O -2.19176 -0.31454 1.08427 -1.140 0.072 5.409
H -1.51290 1.80988 -0.39843 -0.123 1.640 -0.322
H 0.20970 2.61365 -0.72586 -0.173 0.309 -0.016
H 1.82014 -2.04341 -0.15508 2.746 -2.123 -2.169
H 0.27647 -1.78002 0.28441 0.371 0.292 0.246
H 1.53230 -1.44434 1.46031 0.202 -0.079 -0.621
H 1.96658 0.65722 -0.38352 2.305 1.470 -0.587
```
Forces are in eV/Å.

Values from the calculation:
Total energy: -361.202630 hartree
Net charge: -1
E_HOMO: -1.5 eV

Here are the Löwdin charges for atoms 1 to 8, given in e: -0.18, -0.66, -0.13, -0.25, -0.16, 0.11, 0.15, -0.01